No. 1
59
Properties=species:S:1:pos:R:3:nbo_charge:R:1 method="wB97M-V/def2-TZVPD" total_energy_ev=-120915.2311 homo_lumo_gap_ev=8.47 largest_force_ev_per_a=0.172 e_above_lowest_kj_mol=2.3 total_charge=+2
Pb -0.973 -0.171 1.714 1.565
C -1.708 -4.601 2.156 -0.620
C -0.347 -4.078 1.712 -0.244
C 0.722 -5.164 1.890 -0.597
C 0.103 -2.825 2.441 -0.042
C -0.506 -2.367 3.616 -0.247
C 0.022 -1.292 4.337 -0.230
C 1.175 -0.624 3.917 -0.009
C 1.747 0.519 4.707 -0.645
C 1.767 -1.058 2.728 -0.257
C 1.239 -2.126 2.002 -0.195
H -1.995 -5.443 1.529 0.238
H -2.492 -3.848 2.081 0.225
H -1.672 -4.968 3.184 0.214
H -0.401 -3.831 0.645 0.204
H 0.820 -5.431 2.944 0.219
H 1.701 -4.847 1.530 0.207
H 0.437 -6.061 1.342 0.233
H -1.387 -2.868 3.994 0.258
H -0.463 -0.987 5.257 0.250
H 1.265 1.460 4.435 0.237
H 2.815 0.625 4.525 0.235
H 1.594 0.368 5.774 0.245
H 2.674 -0.577 2.380 0.239
H 1.756 -2.469 1.113 0.229
O -3.921 -0.791 -0.816 -0.795
Cl -3.800 -0.629 0.593 2.543
O -5.009 -0.773 1.286 -0.717
O -3.170 0.679 0.886 -0.920
O -2.792 -1.615 1.091 -0.944
N -0.850 -0.265 -0.988 -0.886
C -1.435 0.811 -1.824 -0.170
C -1.088 0.700 -3.317 -0.409
C 0.382 0.892 -3.727 -0.427
C 0.745 2.296 -4.252 -0.228
N 1.619 3.026 -3.332 -0.568
C 2.494 3.955 -3.693 0.678
N 3.326 4.469 -2.783 -0.760
N 2.579 4.370 -4.955 -0.761
C -0.999 2.128 -1.218 0.821
O 0.144 2.393 -0.931 -0.636
O -2.045 2.933 -0.980 -0.646
H 0.098 -0.476 -1.290 0.386
H -1.407 -1.104 -1.147 0.415
H -2.513 0.734 -1.726 0.278
H -1.725 1.397 -3.868 0.233
H -1.423 -0.293 -3.624 0.244
H 0.602 0.183 -4.523 0.249
H 1.064 0.632 -2.913 0.211
H -0.159 2.877 -4.450 0.208
H 1.280 2.183 -5.195 0.221
H 1.447 2.888 -2.344 0.441
H 3.333 4.129 -1.837 0.424
H 3.878 5.286 -2.985 0.429
H 1.877 4.135 -5.634 0.429
H 3.321 4.984 -5.250 0.432
Se -1.791 4.420 0.050 0.833
C -1.184 3.415 1.475 0.034
N -0.767 2.693 2.269 -0.358

No. 2
53
Properties=species:S:1:pos:R:3:mulliken_spin:R:1 method="wB97M-V/def2-TZVPD" total_energy_ev=-44902.9450 homo_lumo_gap_ev="1.61 / 6.31" largest_force_ev_per_a=6.140 spin_multiplicity=5 s2=6.017 total_charge=-2
C -2.069 -0.309 -2.112 0.150
I 0.788 1.407 -2.167 -0.334
H -2.987 -0.864 -2.329 -0.001
H -1.212 -0.706 -2.654 0.070
H -2.187 0.734 -2.426 -0.118
C 0.334 3.729 2.015 0.095
C -0.888 3.966 1.478 0.062
N -1.242 2.828 0.767 -0.001
C -0.276 1.869 0.850 0.088
N 0.691 2.448 1.625 -0.077
H 0.972 4.340 2.632 -0.040
H -1.537 4.825 1.538 -0.026
C 2.156 -3.526 -1.088 0.684
C 0.671 -1.847 -0.666 -2.538
N 1.994 -2.189 -0.762 0.636
H 0.578 -5.043 -1.458 -0.285
N 0.019 -3.019 -0.945 -0.091
H 3.130 -3.976 -1.200 -0.614
Ir 0.000 0.000 0.000 4.935
C -1.839 -0.301 -0.602 0.460
O -2.753 -0.454 0.174 -0.053
C 0.911 -4.048 -1.210 0.692
C -1.425 -3.230 -0.865 0.344
H -1.610 -4.303 -0.799 -0.521
H -1.928 -2.828 -1.748 0.053
H -1.798 -2.750 0.040 0.110
C 3.105 -1.323 -0.374 0.073
H 3.974 -1.565 -0.989 -0.025
H 3.343 -1.477 0.683 -0.057
H 2.816 -0.285 -0.551 -0.015
C 2.002 1.854 1.867 0.142
H 2.784 2.526 1.498 -0.091
H 2.052 0.892 1.351 0.167
H 2.124 1.696 2.940 -0.046
C -2.457 2.741 -0.041 0.104
H -2.187 2.375 -1.033 -0.017
H -2.875 3.745 -0.129 -0.017
H -3.178 2.066 0.419 0.001
C -1.524 0.881 5.793 0.067
Si 0.000 0.000 5.174 -0.059
C 1.523 0.881 5.796 0.059
C 0.000 -1.760 5.795 0.210
C 0.000 0.000 3.304 0.369
C 0.000 0.000 2.000 -0.592
H -1.525 0.882 6.902 0.001
H -2.429 0.358 5.423 -0.016
H -1.522 1.926 5.421 -0.017
H 1.523 0.878 6.906 -0.004
H 2.429 0.360 5.424 -0.010
H 1.520 1.928 5.430 -0.019
H -0.906 -2.282 5.424 0.078
H 0.906 -2.282 5.425 0.041
H 0.000 -1.760 6.904 -0.006

No. 3
49
Properties=species:S:1:pos:R:3:nbo_charge:R:1 method="wB97M-V/def2-TZVPD" total_energy_ev=-25159.6379 homo_lumo_gap_ev=9.25 largest_force_ev_per_a=1.962 e_above_lowest_kj_mol=111.2 smiles="CNC(=O)[C@H](CC(C)C)NC(C)=O.Cc1ccc(C)cc1"
C -1.338 1.785 -4.179 -0.413
N -0.009 2.285 -3.824 -0.612
C 0.854 1.804 -2.920 0.663
O 1.875 2.444 -2.708 -0.626
C 0.578 0.479 -2.159 -0.136
C 1.760 -0.021 -1.289 -0.386
C 1.443 -1.224 -0.376 -0.222
C 2.713 -1.713 0.319 -0.596
C 0.426 -0.862 0.707 -0.608
N 0.022 -0.618 -2.973 -0.623
C 0.483 -1.175 -4.094 0.674
C 1.829 -0.791 -4.680 -0.717
O -0.197 -2.012 -4.664 -0.634
H -1.253 0.952 -4.880 0.207
H -1.914 2.580 -4.656 0.213
H -1.874 1.456 -3.287 0.196
H 0.297 3.139 -4.268 0.410
H -0.211 0.756 -1.463 0.224
H 2.593 -0.283 -1.939 0.209
H 2.095 0.803 -0.657 0.225
H 1.049 -2.049 -0.971 0.198
H 3.452 -2.004 -0.428 0.206
H 2.483 -2.580 0.940 0.209
H 3.126 -0.921 0.945 0.203
H 0.273 -1.715 1.369 0.216
H -0.531 -0.610 0.255 0.191
H 0.785 -0.019 1.297 0.211
H -0.864 -0.996 -2.677 0.409
H 1.948 -1.299 -5.636 0.247
H 1.884 0.281 -4.844 0.230
H 2.624 -1.112 -4.013 0.230
C -3.067 -1.331 1.854 -0.632
C -2.236 -0.547 2.833 -0.034
C -1.919 0.797 2.593 -0.164
C -1.146 1.518 3.510 -0.219
C -0.684 0.907 4.683 -0.033
C 0.125 1.690 5.682 -0.627
C -1.003 -0.435 4.924 -0.197
C -1.772 -1.157 4.005 -0.215
H -4.055 -1.529 2.278 0.222
H -2.584 -2.287 1.627 0.218
H -3.196 -0.779 0.918 0.209
H -2.271 1.290 1.693 0.198
H -0.910 2.558 3.310 0.208
H 0.824 1.034 6.210 0.216
H -0.539 2.158 6.415 0.220
H 0.701 2.475 5.182 0.216
H -0.656 -0.922 5.830 0.208
H -2.010 -2.197 4.207 0.209

No. 4
49
Properties=species:S:1:pos:R:3:mulliken_spin:R:1 method="wB97M-V/def2-TZVPD" total_energy_ev=-32415.9117 homo_lumo_gap_ev="6.53 / 5.19" largest_force_ev_per_a=3.354 e_above_lowest_kj_mol=196.2 spin_multiplicity=3 s2=2.087
C 0.881 -0.990 -2.812 -0.392
C 0.248 2.429 -2.572 -0.001
C -0.514 -1.139 -2.926 0.500
H 1.309 -1.838 -3.411 -0.003
C -1.028 2.299 -2.180 0.002
H 0.915 3.069 -1.980 0.000
H -0.852 -2.182 -3.055 0.007
H -1.477 2.946 -1.417 0.000
C -1.415 -0.097 -3.341 0.009
H -2.309 -0.677 -3.558 0.002
H -1.022 0.129 -4.323 0.038
C 1.668 0.303 -3.260 0.080
H 2.135 -0.056 -4.185 -0.002
H 2.522 0.603 -2.618 -0.038
C 0.935 1.608 -3.653 0.001
H 0.282 1.448 -4.514 -0.002
H 1.729 2.283 -4.013 0.000
C -1.971 1.242 -2.718 0.029
H -2.553 1.681 -3.561 0.001
H -2.722 0.933 -1.978 -0.005
Pd 1.198 -1.993 -0.925 0.493
H 2.525 -1.882 -1.670 0.269
C -0.088 -4.105 -0.036 -0.010
C -0.098 -3.364 1.255 -0.029
C -0.193 -3.893 2.538 0.251
C -0.194 -3.010 3.607 -0.097
C -0.143 -1.635 3.411 0.234
C 0.043 -1.093 2.064 -0.041
N 0.127 -2.068 1.075 0.164
N 0.108 0.160 1.754 0.491
Si 0.065 1.726 2.596 -0.016
C -1.477 1.918 3.663 0.013
C 1.571 1.872 3.716 0.018
C 0.087 3.223 1.459 0.001
H -1.037 -3.995 -0.550 0.002
H 0.739 -3.740 -0.695 0.001
H 0.154 -5.149 0.067 -0.005
H -0.237 -4.979 2.665 0.010
H -0.240 -3.369 4.641 -0.001
H -0.228 -0.899 4.214 0.022
H -1.824 0.965 4.074 0.000
H -1.278 2.594 4.503 0.000
H -2.313 2.349 3.096 0.001
H 2.443 2.259 3.170 0.002
H 1.382 2.553 4.552 0.001
H 1.858 0.899 4.130 0.001
H 0.982 3.245 0.826 0.000
H -0.788 3.278 0.801 0.000
H 0.096 4.136 2.075 0.001

No. 5
49
Properties=species:S:1:pos:R:3:nbo_charge:R:1 method="wB97M-V/def2-TZVPD" total_energy_ev=-24592.6997 homo_lumo_gap_ev=9.04 largest_force_ev_per_a=0.334 e_above_lowest_kj_mol=362.1 total_charge=+1
C 0.549 4.643 -0.712 -0.607
C 1.473 3.429 -0.691 -0.424
C 1.232 2.583 0.538 -0.083
O 1.787 1.269 0.269 -0.340
N 2.046 0.548 1.436 -0.214
C 0.893 0.273 2.368 -0.053
C -0.235 -0.379 1.604 -0.646
C 1.459 -0.604 3.484 -0.430
C 2.422 0.131 4.434 -0.628
H 0.829 5.357 0.061 0.215
H 0.630 5.153 -1.667 0.237
H -0.490 4.355 -0.563 0.209
H 2.511 3.763 -0.696 0.219
H 1.332 2.816 -1.581 0.227
H 1.725 3.010 1.415 0.181
H 0.165 2.483 0.743 0.192
H 2.394 -0.356 1.102 0.437
H 2.811 1.000 1.950 0.420
H 0.606 1.226 2.810 0.224
H -0.470 0.122 0.668 0.240
H 0.021 -1.417 1.384 0.234
H -1.122 -0.389 2.232 0.255
H 1.952 -1.472 3.042 0.213
H 0.596 -0.972 4.033 0.252
H 2.645 1.146 4.094 0.187
H 1.994 0.233 5.426 0.247
H 3.371 -0.390 4.528 0.235
N 0.888 -3.926 -3.186 -0.396
C 1.834 -3.042 -3.489 0.041
C 1.994 -1.833 -2.826 -0.263
C 1.121 -1.533 -1.793 -0.192
C 0.131 -2.445 -1.464 -0.278
C 0.057 -3.623 -2.194 0.037
H 2.494 -3.316 -4.304 0.203
H 2.777 -1.148 -3.122 0.221
H 1.204 -0.591 -1.262 0.196
H -0.584 -2.248 -0.675 0.230
H -0.703 -4.364 -1.972 0.198
N -3.127 -1.664 -0.352 -0.448
C -3.283 -2.092 -1.605 0.037
C -4.041 -1.428 -2.556 -0.250
C -4.691 -0.262 -2.184 -0.158
C -4.553 0.188 -0.881 -0.259
C -3.762 -0.545 -0.010 0.023
H -2.766 -3.010 -1.860 0.195
H -4.123 -1.820 -3.559 0.231
H -5.300 0.281 -2.895 0.226
H -5.053 1.086 -0.542 0.225
H -3.640 -0.225 1.020 0.183

No. 6
59
Properties=species:S:1:pos:R:3:mulliken_charge:R:1 method="wB97M-V/def2-TZVPD" total_energy_ev=-109886.5452 homo_lumo_gap_ev="1.91 / 2.14" largest_force_ev_per_a=6.546 e_above_lowest_kj_mol=714.0
O -1.434 5.117 -3.488 -1.002
H -1.176 4.213 -3.762 0.101
Pb -0.713 0.831 -0.803 1.331
N -0.853 2.692 0.034 0.570
N 1.229 1.425 -1.125 0.566
N -2.545 0.104 -0.273 0.380
N -0.300 -1.157 -1.147 0.320
O -1.646 3.040 0.959 -0.681
O -3.619 0.786 0.194 -0.468
O 0.814 -1.737 -1.630 -0.553
O 2.196 0.708 -1.593 -0.914
C 1.290 2.826 -1.048 0.446
C 0.218 3.487 -0.417 0.404
C -2.563 -1.251 -0.320 0.575
C -1.359 -1.926 -0.787 0.302
C 0.075 4.940 -0.156 -1.662
H -0.856 5.297 -0.614 0.256
H 0.884 5.553 -0.576 0.400
H 0.024 5.145 0.922 0.311
C 2.500 3.461 -1.623 -1.634
H 2.563 3.233 -2.695 0.294
H 3.409 3.075 -1.141 0.299
H 2.520 4.556 -1.533 0.383
C -3.763 -2.012 0.119 -1.670
C -1.289 -3.409 -0.884 -1.846
H -4.696 -1.442 0.136 0.442
H -3.617 -2.423 1.130 0.313
H -3.946 -2.862 -0.560 0.427
H -0.280 -3.828 -0.917 0.436
H -1.813 -3.762 -1.789 0.372
H -1.782 -3.878 -0.019 0.420
H -3.502 1.668 -0.213 0.354
H 1.384 -0.944 -1.866 0.530
C -1.043 1.108 -2.815 -1.580
H -1.424 1.548 -3.683 0.619
H -1.708 0.243 -2.718 0.422
H -0.075 0.702 -3.117 0.366
O -4.423 3.785 -1.548 -0.658
H -3.862 4.431 -2.019 0.387
H -3.936 2.966 -1.712 0.274
C -0.552 -2.584 2.845 -0.949
N 0.735 -2.037 2.370 0.483
C 0.949 -0.797 1.864 -0.743
Se -0.276 0.462 1.800 -0.091
N 2.264 -0.609 1.576 0.310
C 2.920 -1.778 1.924 0.419
C 4.237 -2.081 1.873 -0.797
C 4.621 -3.337 2.336 -0.537
C 3.669 -4.244 2.832 -0.661
C 2.317 -3.911 2.875 -0.959
C 1.967 -2.679 2.420 1.154
H -0.439 -3.613 3.225 0.296
H -1.270 -2.596 2.008 0.232
H -0.944 -1.948 3.651 0.360
H 2.714 0.250 1.212 0.339
H 4.958 -1.357 1.496 0.432
H 5.679 -3.618 2.321 0.380
H 3.992 -5.225 3.198 0.381
H 1.576 -4.604 3.269 0.322

Please write out number 5 again, unchanged.
49
Properties=species:S:1:pos:R:3:nbo_charge:R:1 method="wB97M-V/def2-TZVPD" total_energy_ev=-24592.6997 homo_lumo_gap_ev=9.04 largest_force_ev_per_a=0.334 e_above_lowest_kj_mol=362.1 total_charge=+1
C 0.549 4.643 -0.712 -0.607
C 1.473 3.429 -0.691 -0.424
C 1.232 2.583 0.538 -0.083
O 1.787 1.269 0.269 -0.340
N 2.046 0.548 1.436 -0.214
C 0.893 0.273 2.368 -0.053
C -0.235 -0.379 1.604 -0.646
C 1.459 -0.604 3.484 -0.430
C 2.422 0.131 4.434 -0.628
H 0.829 5.357 0.061 0.215
H 0.630 5.153 -1.667 0.237
H -0.490 4.355 -0.563 0.209
H 2.511 3.763 -0.696 0.219
H 1.332 2.816 -1.581 0.227
H 1.725 3.010 1.415 0.181
H 0.165 2.483 0.743 0.192
H 2.394 -0.356 1.102 0.437
H 2.811 1.000 1.950 0.420
H 0.606 1.226 2.810 0.224
H -0.470 0.122 0.668 0.240
H 0.021 -1.417 1.384 0.234
H -1.122 -0.389 2.232 0.255
H 1.952 -1.472 3.042 0.213
H 0.596 -0.972 4.033 0.252
H 2.645 1.146 4.094 0.187
H 1.994 0.233 5.426 0.247
H 3.371 -0.390 4.528 0.235
N 0.888 -3.926 -3.186 -0.396
C 1.834 -3.042 -3.489 0.041
C 1.994 -1.833 -2.826 -0.263
C 1.121 -1.533 -1.793 -0.192
C 0.131 -2.445 -1.464 -0.278
C 0.057 -3.623 -2.194 0.037
H 2.494 -3.316 -4.304 0.203
H 2.777 -1.148 -3.122 0.221
H 1.204 -0.591 -1.262 0.196
H -0.584 -2.248 -0.675 0.230
H -0.703 -4.364 -1.972 0.198
N -3.127 -1.664 -0.352 -0.448
C -3.283 -2.092 -1.605 0.037
C -4.041 -1.428 -2.556 -0.250
C -4.691 -0.262 -2.184 -0.158
C -4.553 0.188 -0.881 -0.259
C -3.762 -0.545 -0.010 0.023
H -2.766 -3.010 -1.860 0.195
H -4.123 -1.820 -3.559 0.231
H -5.300 0.281 -2.895 0.226
H -5.053 1.086 -0.542 0.225
H -3.640 -0.225 1.020 0.183